Molecular formula: C20H46OP4Sc
Method: DFT, ωB97M-V/def2-TZVPD

Last column: Löwdin charge in e.
CARTESIAN COORDINATES (ANGSTROEM)
Sc (-0.57, 1.49, -0.95)  0.72
P (1.97, -1.34, 1.86)  0.90
P (1.52, 2.77, -0.14)  0.78
P (-1.33, -2.43, 0.41)  0.78
H (-0.33, 3.31, -3.01)  0.08
C (-1.12, 2.61, -2.68)  -0.19
C (-2.00, 2.93, -1.60)  -0.21
H (-1.94, 3.90, -1.11)  0.08
C (3.43, -2.07, 1.08)  -0.20
C (2.53, 0.08, 2.81)  -0.19
C (1.34, -2.48, 3.11)  -0.19
C (1.72, 4.27, -1.18)  -0.24
C (1.69, 3.49, 1.53)  -0.22
C (3.14, 1.96, -0.43)  -0.23
C (-2.67, -2.57, -0.84)  -0.26
C (-1.92, -3.69, 1.62)  -0.27
C (-0.03, -3.43, -0.42)  -0.28
H (-1.39, 1.88, -3.47)  0.08
H (-2.98, 2.46, -1.45)  0.09
H (4.14, -2.45, 1.84)  0.09
H (3.96, -1.31, 0.47)  0.06
H (3.13, -2.91, 0.43)  0.07
H (3.12, -0.28, 3.68)  0.10
H (1.70, 0.65, 3.22)  0.03
H (3.20, 0.75, 2.26)  0.03
H (1.97, -3.37, 3.18)  0.08
H (0.30, -2.76, 2.87)  0.02
H (1.36, -1.99, 4.10)  0.08
H (2.62, 4.80, -0.83)  0.07
H (0.84, 4.91, -1.11)  0.06
H (1.86, 3.98, -2.23)  0.06
H (2.41, 4.32, 1.53)  0.08
H (2.01, 2.74, 2.26)  0.03
H (0.72, 3.89, 1.86)  0.04
H (3.86, 2.69, -0.83)  0.08
H (3.00, 1.17, -1.18)  0.04
H (3.54, 1.50, 0.48)  0.02
H (-3.30, -3.44, -0.61)  0.06
H (-2.24, -2.68, -1.85)  0.03
H (-3.27, -1.66, -0.81)  0.03
H (-2.59, -4.39, 1.11)  0.05
H (-2.46, -3.17, 2.42)  0.04
H (-1.06, -4.23, 2.05)  0.04
H (-0.52, -4.23, -0.99)  0.07
H (0.66, -3.87, 0.31)  0.04
H (0.54, -2.80, -1.11)  0.01
C (0.02, -0.87, -2.76)  -0.35
C (1.10, -1.36, -3.51)  0.04
C (0.88, -1.95, -4.76)  0.02
C (-0.43, -2.05, -5.27)  0.04
C (-1.50, -1.49, -4.57)  0.00
C (-1.27, -0.83, -3.37)  -0.03
O (0.21, -0.49, -1.47)  -0.23
H (1.02, -1.42, 0.75)  0.00
H (2.10, -1.30, -3.10)  0.13
H (1.71, -2.37, -5.33)  0.14
H (-0.62, -2.55, -6.22)  0.14
H (-2.54, -1.54, -4.95)  0.15
H (-2.07, -0.29, -2.89)  0.11
C (-3.31, 0.50, 1.60)  -0.26
P (-1.72, 1.39, 1.52)  0.75
C (-2.27, 3.08, 1.97)  -0.25
C (-1.05, 0.90, 3.15)  -0.25
H (-3.84, 0.58, 0.63)  0.05
H (-3.93, 0.96, 2.39)  0.07
H (-3.16, -0.56, 1.84)  0.03
H (-3.06, 2.98, 2.73)  0.07
H (-1.43, 3.66, 2.39)  0.04
H (-2.67, 3.61, 1.09)  0.04
H (-1.82, 1.08, 3.92)  0.08
H (-0.79, -0.17, 3.16)  0.03
H (-0.16, 1.50, 3.40)  0.03

Its spin multiplicity is 1. The net charge is +3. As for the frontier orbital gap (alpha / beta): 6.8 / 4.9 eV.